DFT (wB97M-V/def2-TZVPD) results for a 4-piece molecular cluster, C29H38BF13N3O9PS3 overall.

ORCA input file:
```
! RIJCOSX wB97M-V def2-TZVPD def2/J DEFGRID3
* xyz 0 1
C 2.02 4.18 4.46
C 2.37 2.99 3.61
C 3.54 2.25 3.75
P 4.85 2.57 4.99
O 4.06 3.27 6.25
O 5.02 1.04 5.61
C 3.82 1.18 2.84
C 5.11 0.38 2.92
C 5.74 0.02 1.57
C 5.46 -1.39 1.08
F 4.28 -1.84 1.60
F 6.40 -2.26 1.49
C 5.30 -1.52 -0.45
F 4.06 -1.21 -0.83
F 5.53 -2.80 -0.79
C 6.26 -0.64 -1.29
F 5.71 0.58 -1.41
F 7.45 -0.54 -0.71
C 6.47 -1.17 -2.74
F 5.33 -1.62 -3.26
F 7.33 -2.19 -2.68
C 7.06 -0.10 -3.72
F 7.90 -0.74 -4.55
F 7.78 0.81 -3.07
C 6.01 0.60 -4.63
F 6.56 1.71 -5.10
F 5.68 -0.18 -5.63
F 4.92 0.93 -3.96
C 2.89 0.86 1.87
C 1.67 1.57 1.73
N 0.78 1.19 0.77
C -0.33 1.87 0.74
C -0.61 2.97 1.60
B -1.99 3.76 1.52
N -3.25 3.08 1.17
O -1.99 5.08 1.81
N 0.27 3.36 2.49
C 1.42 2.65 2.59
H 1.38 4.85 3.91
H 1.47 3.89 5.35
H 2.91 4.73 4.73
H 3.24 2.80 6.44
H 4.72 1.05 6.53
H 5.85 1.01 3.40
H 4.98 -0.47 3.58
H 5.45 0.76 0.84
H 6.81 0.10 1.70
H 3.05 0.05 1.19
H -1.07 1.58 0.01
H -3.26 2.80 0.20
H -3.31 2.20 1.67
H -2.85 5.30 2.19
C -8.45 0.87 2.28
C -8.65 2.10 1.38
C -7.30 2.42 0.73
S -6.42 0.86 0.62
O -5.26 0.94 1.46
O -6.31 0.45 -0.76
C -7.66 -0.14 1.44
H -9.39 0.45 2.62
H -7.87 1.14 3.16
H -9.39 1.87 0.61
H -9.02 2.95 1.95
H -7.41 2.82 -0.28
H -6.70 3.09 1.33
H -7.17 -0.91 2.02
H -8.29 -0.58 0.66
C 1.34 -2.72 -1.02
C 0.67 -3.65 -2.03
C -0.49 -4.36 -1.32
S -1.03 -3.23 -0.02
O -0.78 -3.85 1.26
O -2.34 -2.73 -0.35
C 0.20 -1.98 -0.32
H 2.02 -2.03 -1.50
H 1.90 -3.31 -0.29
H 0.28 -3.06 -2.86
H 1.37 -4.37 -2.44
H -1.33 -4.56 -1.98
H -0.17 -5.28 -0.84
H 0.49 -1.52 0.62
H -0.24 -1.23 -0.98
C -4.27 -3.32 -4.37
C -5.59 -2.76 -3.82
C -5.25 -1.56 -2.93
S -3.71 -0.88 -3.56
O -2.68 -1.06 -2.57
O -3.95 0.40 -4.17
C -3.48 -2.11 -4.85
H -4.44 -4.04 -5.17
H -3.73 -3.83 -3.57
H -6.22 -2.43 -4.65
H -6.15 -3.52 -3.27
H -6.01 -0.79 -2.95
H -5.07 -1.86 -1.90
H -2.41 -2.30 -4.97
H -3.89 -1.70 -5.77
*
```

Its HOMO energy is -0.319 Eh. The calculation puts the frontier orbital gap at 8.39 eV. The SMILES is Cc1c(P(O)O)c(CCC(F)(F)C(F)(F)C(F)(F)C(F)(F)C(F)(F)C(F)(F)F)cc2ncc(B(N)O)nc12.O=S1(=O)CCCC1.O=S1(=O)CCCC1.O=S1(=O)CCCC1.

DFT (wB97M-V/def2-TZVPD) results for an isolated ion of composition C38H40F2NO3 and charge -1.

ORCA input file:
```
! RIJCOSX wB97M-V def2-TZVPD def2/J DEFGRID3
* xyz -1 1
C -4.73 0.96 2.58
C -4.12 0.39 1.30
C -3.91 -1.11 1.50
C -5.15 0.59 0.17
C -2.79 1.10 0.96
C -1.60 0.44 0.71
C -0.39 1.14 0.45
C 0.90 0.51 -0.04
C 2.13 1.08 0.55
C 2.19 1.56 1.87
C 3.33 2.27 2.23
F 3.31 2.96 3.43
C 4.46 2.36 1.42
C 4.45 1.64 0.23
F 5.61 1.44 -0.47
C 3.30 1.02 -0.24
C -0.43 2.56 0.62
C -1.57 3.30 0.75
C -1.59 4.85 0.75
C -2.37 5.39 -0.45
C -0.17 5.44 0.68
C -2.25 5.36 2.03
C -2.84 2.56 0.80
O -3.94 3.17 0.67
H -4.99 2.01 2.44
H -5.64 0.43 2.87
H -4.02 0.89 3.41
H -3.56 -1.59 0.58
H -3.19 -1.32 2.30
H -4.86 -1.59 1.77
H -4.76 0.18 -0.77
H -6.09 0.08 0.42
H -5.34 1.65 0.04
H -1.57 -0.65 0.76
H 0.95 0.60 -1.19
H 1.34 1.46 2.58
H 5.36 2.82 1.78
H 3.29 0.55 -1.24
H 0.52 3.10 0.67
H -3.40 5.02 -0.41
H -2.38 6.49 -0.45
H -1.90 5.05 -1.38
H 0.46 5.11 1.51
H 0.31 5.17 -0.27
H -0.21 6.54 0.72
H -1.73 4.97 2.91
H -2.24 6.45 2.09
H -3.29 5.03 2.07
C 5.18 -2.77 2.93
C 4.96 -1.76 1.85
O 3.49 -1.49 1.67
C 3.08 -1.58 0.39
C 1.56 -1.19 0.14
N 1.23 -1.87 -0.97
C 0.73 -2.71 -1.81
C 0.73 -2.31 -3.24
C -0.31 -2.71 -4.11
C -0.31 -2.30 -5.45
C 0.70 -1.45 -5.92
C 1.75 -1.07 -5.07
C 1.77 -1.50 -3.73
C 0.15 -4.03 -1.41
C 0.08 -5.11 -2.33
C -0.45 -6.34 -1.93
C -0.79 -6.57 -0.60
C -0.69 -5.51 0.32
C -0.25 -4.25 -0.09
O 3.82 -1.99 -0.53
H 6.10 -2.60 3.51
H 4.34 -2.81 3.63
H 5.31 -3.77 2.49
H 5.38 -0.77 2.10
H 5.39 -2.13 0.91
H 0.97 -1.33 1.09
H -1.12 -3.34 -3.74
H -1.11 -2.64 -6.11
H 0.67 -1.09 -6.95
H 2.54 -0.42 -5.42
H 2.59 -1.23 -3.06
H 0.44 -4.99 -3.35
H -0.57 -7.15 -2.66
H -1.06 -7.58 -0.24
H -0.94 -5.65 1.37
H -0.19 -3.41 0.61
*
```

Its HOMO energy is -0.117 Eh. The calculation puts the frontier orbital gap at 5.19 eV. The SMILES is CCOC(=O)[C@H](N=C(c1ccccc1)c1ccccc1)[C@H](c1cc(F)cc(F)c1)c1cc(C(C)(C)C)c([O-])c(C(C)(C)C)c1. The energy relative to the best compared isomer or geometry (same formula, charge and spin) comes out at 0.000 eV.

DFT (wB97M-V/def2-TZVPD) results for a 10-piece molecular cluster, C60H146N10O15 overall.

ORCA input file:
```
! RIJCOSX wB97M-V def2-TZVPD def2/J DEFGRID3
* xyz 0 1
C -3.56 3.72 5.87
O -4.89 3.39 5.77
C -5.39 3.42 4.49
C -6.80 2.86 4.55
N -7.37 2.85 3.21
C -7.04 1.68 2.39
C -7.45 1.81 0.92
O -6.67 2.69 0.17
C -5.61 2.04 -0.45
H -3.31 4.75 5.52
H -2.93 3.03 5.28
H -3.25 3.65 6.91
H -4.76 2.84 3.79
H -5.39 4.48 4.12
H -7.39 3.46 5.27
H -6.79 1.83 4.90
H -7.23 3.78 2.84
H -7.63 0.85 2.77
H -6.01 1.35 2.46
H -8.47 2.16 0.82
H -7.43 0.77 0.49
H -5.12 2.81 -0.99
H -5.92 1.28 -1.17
H -4.93 1.56 0.31
C -1.98 6.34 -2.61
O -1.26 5.40 -1.92
C -0.09 5.95 -1.35
C 0.74 4.85 -0.83
N 0.17 4.00 0.17
C 0.00 4.61 1.43
C -0.97 3.70 2.21
O -2.11 3.24 1.40
C -2.95 4.37 1.08
H -2.12 7.27 -2.05
H -2.91 5.98 -2.94
H -1.48 6.63 -3.53
H -0.47 6.70 -0.62
H 0.47 6.53 -2.11
H 1.68 5.29 -0.50
H 0.95 4.30 -1.78
H -0.62 3.50 -0.20
H -0.44 5.60 1.28
H 0.96 4.66 1.94
H -1.33 4.24 3.12
H -0.53 2.75 2.57
H -2.34 5.10 0.63
H -3.51 4.73 1.95
H -3.68 3.99 0.34
C 0.22 -1.43 2.77
O -1.02 -2.11 2.88
C -1.99 -1.56 1.97
C -2.29 -0.07 2.24
N -2.67 0.18 3.64
C -3.95 -0.42 4.01
C -4.07 -0.56 5.53
O -3.12 -1.51 6.02
C -2.63 -1.24 7.31
H 0.54 -1.32 1.71
H 0.90 -2.13 3.27
H 0.27 -0.43 3.26
H -2.90 -2.18 2.09
H -1.66 -1.57 0.90
H -3.09 0.20 1.53
H -1.46 0.57 1.97
H -1.99 -0.26 4.26
H -4.04 -1.43 3.58
H -4.75 0.24 3.66
H -5.05 -0.97 5.73
H -3.95 0.45 5.99
H -3.42 -1.24 8.05
H -2.10 -0.29 7.40
H -1.91 -2.07 7.51
C -2.23 2.07 -1.75
O -0.97 1.60 -2.12
C -0.77 0.22 -1.89
C 0.65 0.02 -1.40
N 0.89 0.63 -0.12
C 2.21 0.38 0.43
C 2.49 1.41 1.53
O 3.88 1.38 1.74
C 4.40 2.55 2.27
H -2.97 1.89 -2.49
H -2.15 3.15 -1.67
H -2.53 1.68 -0.78
H -0.93 -0.25 -2.83
H -1.49 -0.05 -1.11
H 1.39 0.28 -2.16
H 0.83 -1.05 -1.24
H 0.77 1.64 -0.21
H 3.02 0.40 -0.30
H 2.29 -0.64 0.85
H 2.00 1.32 2.52
H 2.10 2.37 1.13
H 4.05 3.39 1.62
H 5.48 2.53 2.14
H 4.13 2.77 3.34
C 2.21 0.68 5.73
O 2.31 2.09 5.60
C 1.05 2.56 5.26
C 1.17 4.05 5.20
N 2.10 4.52 4.23
C 2.11 5.95 4.22
C 3.19 6.43 3.25
O 4.34 5.75 3.66
C 5.52 6.38 3.15
H 3.21 0.25 5.58
H 1.60 0.29 4.90
H 1.84 0.25 6.67
H 0.27 2.19 5.93
H 0.81 2.12 4.28
H 1.37 4.38 6.20
H 0.19 4.41 4.89
H 2.98 4.06 4.37
H 2.17 6.39 5.25
H 1.14 6.33 3.82
H 3.39 7.52 3.37
H 2.97 6.25 2.18
H 5.67 7.40 3.49
H 5.49 6.42 2.07
H 6.37 5.76 3.46
C -1.69 1.73 -5.82
C -0.24 1.37 -5.44
C 0.59 1.04 -6.66
O 0.11 -0.12 -7.39
C 0.70 -0.22 -8.71
N 0.45 2.49 -4.75
H -2.13 2.22 -4.98
H -2.34 0.89 -6.11
H -1.67 2.38 -6.70
H -0.12 0.57 -4.75
H 1.66 0.85 -6.46
H 0.42 1.90 -7.33
H 0.45 0.67 -9.30
H 0.25 -1.09 -9.15
H 1.79 -0.32 -8.73
H 0.47 3.39 -5.28
H -0.01 2.63 -3.86
C 0.36 -3.74 -6.44
C -0.19 -2.98 -5.24
C 0.91 -2.24 -4.57
O 1.88 -3.21 -4.12
C 2.90 -2.59 -3.36
N -1.28 -1.98 -5.64
H -0.43 -4.02 -7.16
H 0.93 -4.65 -6.16
H 1.11 -3.15 -6.95
H -0.70 -3.58 -4.49
H 0.52 -1.69 -3.70
H 1.37 -1.50 -5.22
H 3.69 -3.30 -3.42
H 2.60 -2.40 -2.35
H 3.20 -1.66 -3.84
H -2.19 -2.39 -5.64
H -1.18 -1.50 -6.52
C -5.55 -1.74 1.13
C -5.89 -1.87 -0.37
C -4.62 -1.60 -1.16
O -4.89 -1.67 -2.58
C -3.73 -1.65 -3.36
N -6.45 -3.17 -0.69
H -4.98 -0.85 1.30
H -4.91 -2.54 1.50
H -6.40 -1.65 1.80
H -6.67 -1.15 -0.64
H -3.81 -2.27 -0.84
H -4.23 -0.61 -0.93
H -3.11 -0.75 -3.20
H -4.07 -1.55 -4.40
H -3.12 -2.55 -3.23
H -6.49 -3.25 -1.71
H -5.87 -3.91 -0.29
C -2.04 -7.11 -1.82
C -0.95 -6.04 -1.73
C -1.59 -4.61 -1.73
C -0.61 -3.59 -1.44
C -0.07 -3.86 -0.01
C 0.59 -5.29 0.13
N -0.32 -6.31 -0.40
O 0.36 -7.54 -0.45
C 1.90 -5.24 -0.65
C 0.93 -5.52 1.56
C -0.12 -6.25 -3.03
H -1.60 -8.10 -1.74
H -2.55 -7.02 -2.77
H -2.68 -6.91 -0.98
H -1.93 -4.44 -2.74
H -2.46 -4.50 -1.04
H -0.98 -2.57 -1.39
H 0.19 -3.64 -2.19
H -0.93 -3.68 0.65
H 0.75 -3.19 0.29
H 2.50 -4.47 -0.15
H 2.43 -6.16 -0.52
H 1.80 -4.95 -1.68
H 1.56 -4.71 1.93
H 0.03 -5.51 2.20
H 1.37 -6.52 1.72
H -0.86 -6.44 -3.79
H 0.46 -7.19 -3.02
H 0.52 -5.44 -3.33
H 1.05 -7.46 -1.12
C 7.63 -1.06 1.35
C 6.85 -1.60 0.18
C 6.43 -0.47 -0.88
C 5.86 -1.04 -2.12
C 6.88 -2.03 -2.75
C 7.40 -3.17 -1.77
N 7.77 -2.53 -0.50
O 8.12 -3.56 0.46
C 6.39 -4.33 -1.76
C 8.70 -3.76 -2.36
C 5.49 -2.16 0.78
H 7.14 -0.18 1.82
H 8.64 -0.81 1.02
H 7.74 -1.79 2.16
H 5.70 0.15 -0.37
H 7.34 0.12 -1.05
H 5.67 -0.30 -2.88
H 4.90 -1.53 -1.86
H 7.74 -1.40 -3.08
H 6.36 -2.48 -3.57
H 5.41 -4.04 -1.27
H 6.33 -4.65 -2.81
H 6.74 -5.27 -1.28
H 8.48 -4.35 -3.29
H 9.46 -3.00 -2.52
H 9.08 -4.54 -1.68
H 5.70 -2.80 1.64
H 4.82 -2.64 0.07
H 5.02 -1.30 1.27
H 7.33 -4.03 0.79
*
```

Its HOMO energy is -0.316 Eh. The calculation puts the frontier orbital gap at 9.07 eV. The SMILES is CC1(C)CCCC(C)(C)N1O.CC1(C)CCCC(C)(C)N1O.COC[C@H](C)N.COC[C@H](C)N.COC[C@H](C)N.COCCNCCOC.COCCNCCOC.COCCNCCOC.COCCNCCOC.COCCNCCOC. The energy relative to the best compared isomer or geometry (same formula, charge and spin) comes out at 0.000 eV.

DFT (wB97M-V/def2-TZVPD) results for a 2-piece molecular cluster, C9H14O overall.

ORCA input file:
```
! RIJCOSX wB97M-V def2-TZVPD def2/J DEFGRID3
* xyz 0 1
C -0.14 -2.88 -0.54
C -2.65 0.59 -1.04
C -1.36 0.58 -1.53
C -3.11 -0.53 -0.37
C -0.55 -0.55 -1.37
C -2.32 -1.67 -0.23
C -1.02 -1.67 -0.71
H -3.33 1.38 -1.32
H -0.88 1.45 -1.96
H -4.06 -0.55 0.15
H 0.37 -0.65 -1.92
H -2.70 -2.56 0.25
H -0.60 -3.76 -1.00
H 0.17 -3.11 0.48
H 0.75 -2.77 -1.14
C 1.95 2.26 1.59
C 3.30 1.62 1.34
O 0.90 1.33 1.33
H 1.83 2.52 2.63
H 1.85 3.09 0.89
H 3.73 1.80 0.36
H 0.54 1.50 0.44
H 3.29 0.56 1.60
H 4.01 2.01 2.06
*
```

Its HOMO energy is -0.334 Eh. The calculation puts the frontier orbital gap at 9.99 eV. The SMILES is Cc1ccccc1.CCO. The energy relative to the best compared isomer or geometry (same formula, charge and spin) comes out at 0.737 eV.

DFT (wB97M-V/def2-TZVPD) results for C21H18BBrF4IN3O2Ti as an isolated structure.

ORCA input file:
```
! RIJCOSX wB97M-V def2-TZVPD def2/J DEFGRID3
* xyz 1 2
Ti 2.05 -0.74 0.47
O 0.39 3.81 -2.05
C 0.62 4.14 -0.75
C 0.35 5.45 -0.38
C 0.55 5.86 0.92
C 1.04 4.97 1.87
C 1.31 3.67 1.51
C 1.11 3.24 0.20
C 1.45 1.83 -0.21
O 1.89 1.03 0.87
N 0.26 1.20 -0.80
N 0.29 -0.19 -0.66
C -0.65 -0.87 -1.20
C -0.71 -2.31 -1.14
Br 0.73 -3.17 -0.23
C -1.69 -3.06 -1.66
C -2.81 -2.60 -2.50
C -2.63 -1.72 -3.57
C -3.72 -1.33 -4.33
C -4.99 -1.80 -4.02
C -5.17 -2.69 -2.97
C -4.08 -3.10 -2.22
H 0.54 2.87 -2.20
H -0.02 6.13 -1.14
H 0.34 6.88 1.20
H 1.20 5.30 2.89
H 1.71 2.97 2.23
H 2.24 1.82 -0.97
H -0.60 1.58 -0.41
H -1.46 -0.36 -1.71
H -1.68 -4.12 -1.44
H -1.64 -1.40 -3.86
H -3.58 -0.67 -5.17
H -5.84 -1.49 -4.62
H -6.15 -3.07 -2.75
H -4.22 -3.81 -1.42
F 5.36 -1.70 -1.21
B 4.41 -1.11 -0.51
F 3.77 -2.01 0.51
F 3.19 -0.84 -1.31
F 4.68 0.04 0.18
I -2.06 -1.59 4.84
C -0.08 -1.63 4.26
C 0.94 -1.96 5.15
C 2.25 -1.97 4.70
C 2.51 -1.65 3.38
N 1.53 -1.35 2.52
C 0.26 -1.34 2.95
H 0.71 -2.20 6.18
H 3.07 -2.21 5.36
H 3.52 -1.64 2.99
H -0.49 -1.08 2.22
*
```

Its HOMO energy (alpha / beta) is -0.403 / -0.403 Eh. Its expectation value of S² is 0.7558. The calculation puts the frontier orbital gap (alpha / beta) at 7.03 / 6.87 eV. The energy relative to the best compared isomer or geometry (same formula, charge and spin) comes out at 0.000 eV.